(1)
{"formula": "C25H31N3O3", "method": "wB97M-V/def2-TZVPD", "elements": ["O", "C", "C", "C", "C", "O", "N", "C", "C", "N", "C", "C", "C", "C", "C", "C", "C", "C", "C", "C", "C", "C", "C", "N", "C", "C", "C", "C", "O", "C", "C", "H", "H", "H", "H", "H", "H", "H", "H", "H", "H", "H", "H", "H", "H", "H", "H", "H", "H", "H", "H", "H", "H", "H", "H", "H", "H", "H", "H", "H", "H", "H"], "xyz": [[-0.069, -1.171, -0.060], [0.690, -0.220, -0.049], [0.292, 1.122, 0.557], [0.705, 2.356, -0.305], [2.003, 2.870, 0.304], [3.060, 2.271, 0.161], [1.917, 3.949, 1.093], [0.758, 4.797, 1.267], [-0.512, 4.036, 0.883], [-0.257, 3.427, -0.399], [-1.371, 3.239, -1.315], [-2.236, 2.036, -1.032], [-3.192, 2.063, -0.024], [-3.883, 0.916, 0.320], [-3.628, -0.287, -0.332], [-4.290, -1.531, 0.085], [-5.656, -1.573, 0.345], [-6.257, -2.755, 0.738], [-5.499, -3.905, 0.885], [-4.137, -3.868, 0.638], [-3.533, -2.691, 0.237], [-2.706, -0.300, -1.375], [-2.026, 0.848, -1.723], [1.933, -0.245, -0.558], [2.544, -1.450, -1.063], [3.675, -1.943, -0.153], [4.868, -0.983, -0.155], [5.990, -1.559, 0.710], [6.396, -2.835, 0.268], [5.334, -3.759, 0.297], [4.169, -3.322, -0.593], [-0.787, 1.106, 0.701], [0.762, 1.183, 1.543], [0.920, 2.018, -1.324], [2.790, 4.275, 1.485], [0.856, 5.682, 0.625], [0.713, 5.125, 2.309], [-0.764, 3.305, 1.666], [-1.338, 4.743, 0.795], [-0.942, 3.149, -2.318], [-1.966, 4.155, -1.282], [-3.384, 2.985, 0.508], [-4.603, 0.944, 1.126], [-6.252, -0.680, 0.218], [-7.320, -2.780, 0.930], [-5.970, -4.827, 1.194], [-3.542, -4.762, 0.760], [-2.467, -2.648, 0.066], [-2.519, -1.219, -1.909], [-1.302, 0.819, -2.526], [2.539, 0.561, -0.421], [1.756, -2.205, -1.121], [2.934, -1.262, -2.069], [3.280, -2.018, 0.867], [4.588, -0.001, 0.227], [5.235, -0.866, -1.177], [6.882, -0.932, 0.661], [5.653, -1.619, 1.758], [5.755, -4.706, -0.047], [4.976, -3.884, 1.333], [4.512, -3.271, -1.628], [3.366, -4.058, -0.528]], "mulliken_charge": [-0.668, -0.018, -0.345, -0.282, -0.055, -0.814, -0.062, -0.837, -0.553, 0.235, -2.007, 0.832, -0.216, -0.999, 0.517, 0.231, -0.421, -0.605, -0.415, -0.684, -0.413, -0.694, -0.132, 0.219, -1.591, 0.698, -0.354, -0.789, -0.388, -0.610, -0.731, 0.221, 0.564, 0.606, 0.294, 0.298, 0.414, 0.261, 0.500, 0.396, 0.616, 0.378, 0.474, 0.459, 0.379, 0.366, 0.405, 0.553, 0.552, 0.366, 0.319, 0.512, 0.362, 0.131, 0.142, 0.272, 0.365, 0.370, 0.358, 0.362, 0.308, 0.350], "de_lowest_kcal_mol": 11.2, "energy_ev": -37042.380, "gap_ev": 8.9, "e_homo_ev": -8.355, "smiles": "O=C(C[C@@H]1C(=O)NCCN1Cc1ccc(-c2ccccc2)cc1)NCC1CCOCC1"}

(2)
{"formula": "C40H28BrF5GaN2O3STe", "method": "wB97M-V/def2-TZVPD", "elements": ["Ga", "C", "C", "C", "C", "C", "O", "C", "C", "C", "C", "C", "C", "C", "O", "C", "C", "C", "N", "C", "C", "Te", "C", "C", "C", "C", "C", "C", "C", "C", "C", "C", "C", "C", "H", "H", "H", "H", "H", "H", "H", "H", "H", "H", "H", "H", "H", "H", "H", "H", "H", "H", "H", "H", "H", "H", "H", "H", "F", "C", "C", "F", "C", "F", "C", "S", "C", "F", "C", "F", "O", "C", "C", "C", "N", "C", "Br", "C", "H", "H", "H", "H"], "xyz": [[-0.661, 0.533, -2.051], [3.261, -2.724, 2.989], [2.534, -2.122, 1.865], [2.671, -2.683, 0.625], [2.033, -2.164, -0.484], [2.335, -2.773, -1.815], [2.344, -3.968, -1.949], [2.678, -1.865, -2.936], [2.500, -2.305, -4.272], [2.826, -1.467, -5.317], [3.267, -0.149, -5.042], [3.428, 0.278, -3.751], [3.181, -0.600, -2.697], [1.109, -1.097, -0.271], [0.431, -0.689, -1.386], [0.968, -0.524, 0.988], [1.722, -1.035, 2.061], [-0.036, 0.557, 1.324], [0.083, 1.793, 1.003], [1.282, 2.240, 0.297], [2.410, 2.713, 1.183], [1.983, 4.348, 2.474], [1.158, 3.005, 3.900], [1.980, 2.004, 4.410], [1.474, 1.064, 5.296], [0.130, 1.155, 5.716], [-0.668, 2.185, 5.218], [-0.153, 3.133, 4.344], [-1.221, 0.051, 2.110], [-1.537, -1.317, 2.050], [-2.648, -1.843, 2.699], [-3.433, -1.015, 3.471], [-3.179, 0.347, 3.524], [-2.094, 0.887, 2.835], [2.945, -3.796, 3.119], [3.028, -2.196, 3.916], [4.343, -2.762, 2.764], [3.333, -3.492, 0.487], [2.190, -3.328, -4.410], [2.752, -1.879, -6.348], [3.499, 0.507, -5.845], [3.801, 1.302, -3.587], [3.384, -0.299, -1.679], [1.657, -0.557, 3.041], [0.992, 3.083, -0.363], [1.660, 1.452, -0.367], [3.256, 3.023, 0.565], [2.793, 1.896, 1.800], [3.037, 2.026, 4.189], [2.127, 0.329, 5.776], [-0.297, 0.455, 6.437], [-1.722, 2.222, 5.574], [-0.801, 3.916, 3.960], [-0.884, -2.028, 1.510], [-2.874, -2.924, 2.603], [-4.260, -1.521, 3.949], [-3.792, 0.995, 4.151], [-1.816, 1.925, 2.803], [-5.994, 1.088, 1.899], [-5.043, 1.337, 0.983], [-4.366, 0.278, 0.441], [-4.753, -0.951, 0.679], [-3.288, 0.636, -0.369], [-2.586, -0.379, -0.986], [-2.927, 1.923, -0.679], [-1.837, 2.391, -1.982], [-3.619, 2.955, -0.031], [-3.275, 4.184, -0.277], [-4.689, 2.681, 0.781], [-5.407, 3.625, 1.349], [-1.734, -1.914, -7.391], [-1.312, -1.507, -6.189], [-1.309, -2.340, -5.043], [-1.013, -1.758, -3.859], [-0.691, -0.450, -3.750], [-0.592, 0.277, -4.855], [0.076, 2.025, -4.680], [-0.807, -0.211, -6.103], [-1.972, -2.832, -7.441], [-1.658, -3.383, -5.071], [-0.993, -2.320, -2.908], [-0.722, 0.343, -6.976]], "mulliken_charge": [0.234, -1.684, 0.965, -0.969, 1.169, -0.606, -0.599, 0.397, -0.504, -0.587, -0.577, -0.729, 0.140, 0.523, -0.090, -0.802, -0.065, 0.740, 0.140, 0.100, -1.522, 0.300, -0.297, -0.298, -0.601, -0.610, -0.253, -0.247, 0.137, -0.472, -0.798, -0.795, -1.398, -0.207, 0.316, 0.344, 0.348, 0.617, 0.544, 0.395, 0.519, 0.418, 0.454, 0.009, 0.405, 0.003, 0.585, 0.249, 0.549, 0.494, 0.417, 0.420, 0.372, 0.256, 0.399, 0.417, 0.581, 1.158, -0.357, 0.674, -0.277, -0.370, 0.501, -0.380, 0.368, -0.346, 0.294, -0.361, 0.206, -0.295, -0.504, 0.726, -0.627, -0.270, 0.430, 0.168, -0.125, -0.647, 0.329, 0.376, 0.409, 0.676], "de_lowest_kcal_mol": 0.0, "energy_ev": -205185.347, "gap_ev": 6.5, "e_homo_ev": -9.777, "total_charge": 1}

(3)
{"formula": "C33H26F5MoN5OSSi", "method": "wB97M-V/def2-TZVPD", "elements": ["Mo", "C", "C", "N", "N", "C", "N", "S", "C", "C", "C", "C", "C", "N", "H", "H", "H", "H", "H", "H", "H", "H", "H", "H", "N", "C", "C", "C", "C", "C", "C", "C", "H", "H", "H", "H", "H", "F", "C", "C", "F", "C", "F", "C", "O", "C", "F", "C", "F", "C", "C", "C", "C", "C", "C", "Si", "C", "C", "C", "C", "C", "C", "H", "H", "H", "H", "H", "H", "H", "H", "H", "H", "H"], "xyz": [[0.268, 1.372, 0.612], [4.417, 1.931, 2.360], [3.010, 1.552, 2.048], [2.391, 1.931, 0.985], [2.976, 2.799, 0.094], [2.194, 3.814, -0.375], [2.802, 4.742, -1.103], [0.539, 3.898, -0.045], [2.140, 0.817, 2.987], [2.591, 0.213, 4.141], [1.658, -0.331, 5.026], [0.314, -0.222, 4.741], [-0.068, 0.371, 3.544], [0.818, 0.868, 2.681], [4.523, 3.017, 2.295], [4.715, 1.631, 3.357], [5.111, 1.475, 1.650], [3.986, 2.833, 0.041], [3.797, 4.758, -1.262], [2.255, 5.504, -1.475], [3.644, 0.157, 4.369], [1.997, -0.817, 5.930], [-0.447, -0.601, 5.407], [-1.113, 0.448, 3.273], [0.169, 1.161, -1.509], [-0.015, 1.120, -2.644], [-0.319, 1.016, -4.026], [0.696, 0.760, -4.950], [0.357, 0.630, -6.284], [-0.972, 0.751, -6.677], [-1.975, 1.003, -5.749], [-1.660, 1.137, -4.409], [1.723, 0.660, -4.627], [1.124, 0.433, -7.019], [-1.228, 0.648, -7.723], [-3.003, 1.093, -6.071], [-2.426, 1.326, -3.671], [-5.773, 0.080, 0.450], [-4.691, 0.858, 0.437], [-3.361, 0.386, -0.048], [-2.979, 0.525, -1.338], [-2.580, -0.414, 0.928], [-3.298, -1.218, 1.779], [-2.664, 1.076, 1.148], [-1.528, 1.831, 1.002], [-3.964, 1.588, 1.658], [-4.278, 1.567, 2.958], [-4.726, 2.304, 0.641], [-4.336, 3.276, -0.165], [-0.722, -3.247, -3.573], [-1.914, -3.063, -2.890], [-1.926, -2.353, -1.698], [-0.753, -1.805, -1.173], [0.441, -2.018, -1.869], [0.460, -2.728, -3.057], [-0.786, -0.973, 0.497], [-0.160, -2.136, 1.832], [1.218, -2.365, 1.939], [1.736, -3.266, 2.853], [0.882, -3.962, 3.699], [-0.487, -3.767, 3.599], [-1.004, -2.874, 2.671], [-0.711, -3.804, -4.500], [-2.832, -3.479, -3.281], [-2.870, -2.229, -1.181], [1.378, -1.630, -1.481], [1.394, -2.888, -3.579], [1.084, -0.122, 0.379], [1.911, -1.849, 1.281], [2.804, -3.439, 2.899], [1.280, -4.670, 4.413], [-1.160, -4.325, 4.235], [-2.077, -2.763, 2.609]], "lowdin_spin": [0.869, 0.002, 0.016, 0.000, 0.000, 0.012, 0.014, 0.028, 0.005, 0.008, 0.015, 0.000, 0.022, 0.004, 0.001, 0.000, 0.001, 0.000, 0.000, 0.000, 0.000, 0.001, 0.000, 0.001, 0.000, 0.017, 0.002, 0.004, 0.000, 0.005, 0.000, 0.004, 0.000, 0.000, 0.000, 0.000, 0.000, 0.011, 0.070, 0.016, 0.000, 0.011, 0.000, 0.021, -0.008, 0.070, 0.011, 0.610, 0.157, -0.001, 0.000, -0.001, -0.001, -0.001, 0.000, 0.010, 0.008, 0.000, 0.000, 0.000, 0.001, 0.001, 0.000, 0.000, 0.000, 0.000, 0.000, -0.013, -0.001, 0.000, 0.000, 0.000, 0.000], "de_lowest_kcal_mol": 33.5, "energy_ev": -78278.466, "gap_ev": [6.5, 6.3], "e_homo_ev": [-13.804, -13.800], "spin_multiplicity": 3, "total_charge": 2}

(4)
{"formula": "C30H60Cl3NO18P", "method": "wB97M-V/def2-TZVPD", "elements": ["C", "C", "Cl", "C", "Cl", "P", "N", "C", "C", "C", "Cl", "H", "H", "H", "H", "H", "H", "H", "H", "H", "H", "H", "H", "C", "C", "O", "C", "O", "O", "C", "H", "H", "H", "H", "H", "H", "H", "H", "C", "C", "O", "C", "O", "O", "C", "H", "H", "H", "H", "H", "H", "H", "H", "C", "C", "O", "C", "O", "O", "C", "H", "H", "H", "H", "H", "H", "H", "H", "C", "C", "O", "C", "O", "O", "C", "H", "H", "H", "H", "H", "H", "H", "H", "C", "C", "O", "C", "O", "O", "C", "H", "H", "H", "H", "H", "H", "H", "H", "C", "C", "O", "C", "O", "O", "C", "H", "H", "H", "H", "H", "H", "H", "H"], "xyz": [[-2.533, -3.037, 6.553], [-3.220, -1.890, 5.888], [-4.545, -1.183, 6.698], [-2.839, -1.411, 4.714], [-3.688, -0.072, 3.992], [-1.454, -2.002, 3.755], [-0.003, -1.464, 4.454], [-1.461, -3.795, 3.381], [-2.834, -4.478, 3.511], [-3.570, -4.574, 2.174], [-4.775, -3.229, 2.155], [-3.299, -3.771, 6.800], [-1.774, -3.508, 5.938], [-2.130, -2.688, 7.502], [-1.515, -1.345, 2.518], [-0.175, -1.423, 5.458], [0.693, -2.181, 4.252], [-0.754, -4.277, 4.057], [-1.044, -3.918, 2.382], [-3.465, -4.072, 4.291], [-2.632, -5.510, 3.803], [-2.898, -4.504, 1.327], [-4.130, -5.497, 2.117], [-0.450, -9.428, -1.681], [0.229, -9.588, -0.337], [-0.369, -8.747, 0.667], [-1.538, -9.162, 1.141], [-2.127, -10.163, 0.825], [-1.975, -8.259, 2.029], [-3.281, -8.535, 2.542], [-0.460, -8.379, -1.981], [0.070, -10.008, -2.442], [-1.486, -9.763, -1.644], [1.267, -9.270, -0.411], [0.228, -10.627, -0.006], [-3.345, -9.536, 2.963], [-4.025, -8.410, 1.754], [-3.479, -7.812, 3.331], [-0.010, 0.934, 1.269], [0.982, 1.805, 0.527], [2.229, 1.127, 0.319], [2.230, 0.196, -0.638], [1.294, -0.113, -1.330], [3.454, -0.333, -0.693], [3.588, -1.413, -1.622], [0.426, 0.574, 2.205], [-0.920, 1.494, 1.490], [-0.281, 0.057, 0.677], [1.215, 2.684, 1.122], [0.577, 2.155, -0.422], [3.251, -1.123, -2.615], [3.031, -2.281, -1.272], [4.644, -1.665, -1.667], [1.512, 7.965, -1.256], [0.211, 7.651, -1.963], [0.395, 6.699, -3.024], [0.559, 5.437, -2.645], [0.548, 5.021, -1.512], [0.749, 4.696, -3.741], [1.032, 3.328, -3.462], [2.266, 8.294, -1.973], [1.364, 8.750, -0.513], [1.910, 7.086, -0.750], [-0.175, 8.553, -2.436], [-0.551, 7.297, -1.267], [0.267, 2.885, -2.827], [2.010, 3.239, -2.992], [1.050, 2.791, -4.407], [4.894, 12.218, 0.934], [3.880, 12.970, 1.770], [3.008, 13.771, 0.958], [2.060, 13.105, 0.301], [1.866, 11.916, 0.341], [1.367, 13.985, -0.424], [0.369, 13.399, -1.261], [5.448, 12.908, 0.296], [5.596, 11.685, 1.575], [4.407, 11.493, 0.282], [4.394, 13.667, 2.429], [3.296, 12.296, 2.398], [-0.306, 12.766, -0.688], [0.839, 12.825, -2.059], [-0.198, 14.215, -1.701], [-9.210, -7.816, -1.572], [-8.003, -7.398, -2.386], [-6.773, -7.672, -1.695], [-6.397, -8.953, -1.679], [-6.977, -9.871, -2.196], [-5.261, -9.040, -0.979], [-4.780, -10.379, -0.795], [-9.183, -7.351, -0.585], [-10.130, -7.524, -2.078], [-9.230, -8.895, -1.422], [-8.022, -6.321, -2.543], [-7.996, -7.872, -3.367], [-4.678, -10.900, -1.745], [-5.451, -10.929, -0.136], [-3.804, -10.298, -0.322], [4.702, 4.002, -2.200], [5.523, 2.740, -2.063], [6.253, 2.437, -3.260], [7.341, 3.182, -3.472], [7.757, 4.051, -2.752], [7.882, 2.798, -4.629], [9.012, 3.576, -5.034], [4.050, 3.931, -3.071], [4.093, 4.158, -1.308], [5.332, 4.880, -2.340], [4.859, 1.892, -1.897], [6.202, 2.790, -1.211], [9.768, 3.609, -4.253], [8.696, 4.585, -5.296], [9.431, 3.096, -5.913]], "mulliken_charge": [-1.258, 0.606, -0.103, 0.202, -0.131, 0.162, -0.540, -1.139, -0.279, -0.530, -0.191, 0.400, 0.290, 0.371, 0.045, 0.362, 0.323, 0.571, 0.644, 0.396, 0.131, 0.395, 0.256, -0.978, -0.170, -0.380, 0.785, -0.645, -0.327, -0.685, 0.288, 0.370, 0.205, 0.310, 0.306, 0.353, 0.285, 0.225, -1.147, 0.094, -0.389, 0.823, -0.562, -0.348, -0.709, 0.268, 0.432, 0.328, 0.370, -0.023, 0.302, 0.320, 0.249, -1.039, -0.157, -0.395, 0.806, -0.545, -0.347, -0.351, 0.294, 0.326, 0.296, 0.292, 0.289, 0.268, -0.057, 0.283, -1.057, -0.181, -0.363, 0.794, -0.554, -0.336, -0.623, 0.293, 0.352, 0.279, 0.297, 0.302, 0.282, 0.285, 0.228, -1.115, -0.168, -0.358, 0.686, -0.548, -0.221, -0.485, 0.286, 0.362, 0.321, 0.284, 0.318, 0.373, 0.325, 0.014, -1.122, 0.121, -0.368, 0.772, -0.556, -0.355, -0.639, 0.266, 0.351, 0.418, -0.057, 0.382, 0.297, 0.296, 0.227], "energy_ev": -117279.211, "gap_ev": 8.3, "e_homo_ev": -11.852, "total_charge": 1}

(5)
{"formula": "CH2FLiOPm", "method": "wB97M-V/def2-TZVPD", "elements": ["C", "O", "Pm", "Li", "F", "H", "H"], "xyz": [[-1.537, 0.671, 0.010], [1.164, -0.727, -0.376], [0.865, 0.977, 0.408], [-0.078, -1.810, 0.256], [-1.752, -0.797, 0.135], [-1.967, 0.942, -0.965], [-2.238, 1.062, 0.763]], "lowdin_spin": [-0.021, -0.063, 4.085, 0.000, -0.001, 0.000, -0.001], "energy_ev": -22586.928, "gap_ev": [8.1, 8.2], "e_homo_ev": [-13.183, -13.181], "spin_multiplicity": 5, "total_charge": 1}

Short version: M = 421.541, 988.959, 759.688, 860.132, 200.965 g mol⁻¹, in the order given.